1.
Below is C18H30BrN2OOsPSi as an isolated structure at a distorted geometry, with properties calculated with the ωB97M-V functional and the def2-TZVPD basis.

Output
LUMO level (spin up / spin down) ... 0.20 / -1.53 eV
Electronic energy ... -4184.000031 hartree
Strongest force on any atom ... 5.44 eV Å⁻¹

```
! wB97M-V def2-TZVPD RIJCOSX def2/J DEFGRID3
* xyz 0 5
Os -0.292 0.026 0.241
Si 1.438 0.675 -1.553
P -2.044 0.385 -1.461
N -0.104 -1.694 -0.099
H -1.607 0.334 1.411
C -3.827 0.337 -0.949
H -4.518 0.438 -1.806
H -4.007 1.151 -0.227
H -4.013 -0.619 -0.431
C -1.984 1.954 -2.441
H -2.816 2.010 -3.164
H -1.022 1.994 -2.978
H -2.035 2.814 -1.754
C -1.983 -0.909 -2.777
H -2.767 -0.751 -3.538
H -2.116 -1.898 -2.307
H -0.987 -0.877 -3.246
C 1.866 2.540 -1.770
H 2.233 2.978 -0.823
H 0.972 3.117 -2.069
H 2.644 2.693 -2.541
H 2.799 0.021 -1.370
H 1.117 0.234 -2.974
C 0.165 -2.987 -0.467
C -0.124 -5.388 -0.141
C -0.410 -4.073 0.240
C 1.027 -3.251 -1.561
C 1.300 -4.570 -1.934
C 0.729 -5.643 -1.228
H -0.571 -6.222 0.411
H -1.075 -3.854 1.081
H 1.466 -2.402 -2.094
H 1.966 -4.765 -2.782
H 0.948 -6.674 -1.524
C -0.544 3.158 1.215
O -0.312 2.259 0.385
C -0.805 2.831 2.654
H -1.407 3.610 3.153
H 0.152 2.745 3.200
H -1.293 1.834 2.677
C -0.589 4.590 0.749
H -1.611 4.993 0.888
H -0.300 4.660 -0.309
H 0.083 5.217 1.365
Br 4.698 1.604 2.905
C 3.141 0.501 2.847
C 2.908 -0.443 3.848
C 1.763 -1.237 3.795
C 0.870 -1.078 2.734
N 1.111 -0.158 1.757
C 2.220 0.634 1.802
H 3.607 -0.558 4.667
H 1.567 -1.968 4.569
H -0.023 -1.686 2.689
H 2.396 1.372 1.038
*
```


2.
Below is C36H42Br2N3O7TeZr as an isolated structure at a distorted geometry, with properties calculated with the ωB97M-V functional and the def2-TZVPD basis.

Output
LUMO level (spin up / spin down) ... -0.74 / -0.82 eV
Electronic energy ... -7551.264350 hartree
Energy above the lowest of the compared OMol25 structures with the same formula, charge and spin ... 95.1 kJ/mol
Strongest force on any atom ... 2.44 eV Å⁻¹

```
! wB97M-V def2-TZVPD RIJCOSX def2/J DEFGRID3
* xyz 0 2
Zr -1.451 1.893 -0.345
C -4.198 4.493 1.257
C -3.736 3.053 1.384
C -4.359 2.314 2.543
O -2.268 3.064 1.507
C -4.032 2.356 0.039
O -4.894 1.527 -0.099
O -3.180 2.774 -0.902
H -3.983 5.032 2.181
H -5.271 4.523 1.066
H -3.676 4.980 0.435
H -4.081 2.796 3.482
H -4.031 1.274 2.560
H -5.443 2.325 2.444
H -1.982 2.488 2.250
C -2.599 1.528 -3.848
C -2.985 0.364 -2.985
C -3.832 -0.626 -3.537
C -4.235 -1.688 -2.792
C -3.858 -1.761 -1.435
C -4.237 -2.790 -0.534
Br -5.358 -4.200 -1.117
C -3.812 -2.779 0.757
C -3.039 -1.696 1.232
Br -2.485 -1.676 3.023
C -2.717 -0.645 0.430
O -2.095 0.437 0.864
C -3.046 -0.723 -0.951
N -2.535 0.271 -1.750
H -3.397 1.729 -4.561
H -1.699 1.309 -4.426
H -2.449 2.428 -3.259
H -4.148 -0.523 -4.566
H -4.866 -2.455 -3.219
H -4.082 -3.578 1.432
N 0.027 1.749 -2.250
C 0.175 3.117 -2.825
C -0.545 4.123 -1.926
O -0.998 5.148 -2.363
O -0.581 3.703 -0.679
H 0.842 1.549 -1.663
H 0.007 1.051 -2.985
H -0.252 3.169 -3.823
H 1.224 3.410 -2.888
C 0.977 3.510 1.818
C 0.415 2.106 1.678
O -0.191 1.643 2.664
N 0.644 1.424 0.518
Te 0.602 -0.754 0.928
C 1.929 -2.182 2.046
C 2.441 -1.824 3.289
C 2.141 -0.506 3.968
C 3.293 -2.712 3.947
C 3.624 -3.946 3.414
C 4.521 -4.903 4.152
C 3.064 -4.297 2.189
C 2.213 -3.441 1.502
C 1.631 -3.923 0.197
C 2.071 -0.700 -0.645
C 1.709 -1.101 -1.935
C 0.372 -1.715 -2.280
C 2.620 -0.952 -2.983
C 3.880 -0.413 -2.785
C 4.859 -0.260 -3.918
C 4.214 -0.012 -1.498
C 3.337 -0.142 -0.427
C 3.812 0.332 0.916
H 1.760 3.701 1.087
H 1.368 3.604 2.830
H 0.185 4.246 1.684
H 1.303 0.030 3.514
H 3.016 0.146 3.946
H 1.893 -0.675 5.017
H 3.699 -2.422 4.912
H 5.092 -4.390 4.926
H 5.223 -5.389 3.474
H 3.936 -5.688 4.636
H 3.286 -5.271 1.763
H 1.618 -5.012 0.168
H 2.224 -3.569 -0.651
H 0.607 -3.572 0.057
H -0.459 -1.237 -1.759
H 0.342 -2.774 -2.016
H 0.188 -1.644 -3.353
H 2.331 -1.273 -3.978
H 4.396 -0.493 -4.876
H 5.712 -0.928 -3.786
H 5.249 0.758 -3.965
H 5.191 0.426 -1.319
H 4.559 1.116 0.793
H 4.266 -0.489 1.475
H 2.994 0.734 1.515
*
```


> Among the records above, which one has the highest strongest force on any atom?

C18H30BrN2OOsPSi


> Among the records above, which one has the highest electronic energy?

C18H30BrN2OOsPSi